Record 1
This record from the Open Molecules 2025 dataset describes a molecular structure, C37H34BClN6Pb at a distorted geometry. The level of theory is wB97M-V/def2-TZVPD.

```
! wB97M-V def2-TZVPD RIJCOSX def2/J DEFGRID3
* xyz 2 1
Pb -0.040 0.223 -0.448
C 2.109 1.815 4.522
C 2.161 1.083 3.236
C 3.108 0.165 2.822
C 2.670 -0.315 1.584
N 1.511 0.301 1.278
N 1.216 1.151 2.282
B -0.036 2.036 2.298
N -0.038 2.960 1.067
N -0.038 2.520 -0.206
C -0.017 3.594 -1.026
C -0.004 4.747 -0.226
C -0.016 4.304 1.084
C -0.006 5.137 2.307
C -0.003 3.543 -2.476
C -0.002 2.345 -3.201
C 0.022 2.341 -4.580
C 0.045 3.540 -5.281
C 0.039 4.739 -4.585
C 0.015 4.742 -3.206
N -1.276 1.130 2.297
N -1.567 0.265 1.305
C -2.693 -0.394 1.647
C -3.110 0.074 2.897
C -2.189 1.032 3.278
C -2.152 1.788 4.551
C -3.339 -1.422 0.851
C -2.843 -1.832 -0.385
C -3.469 -2.810 -1.127
C -4.617 -3.418 -0.644
C -5.126 -3.026 0.583
C -4.498 -2.045 1.324
C 3.296 -1.349 0.776
C 4.314 -2.133 1.325
C 4.896 -3.152 0.593
C 4.473 -3.415 -0.700
C 3.480 -2.632 -1.266
C 2.901 -1.612 -0.534
H 2.973 1.556 5.126
H 1.211 1.544 5.072
H 2.099 2.890 4.373
H 4.000 -0.094 3.346
H -0.038 2.692 3.263
H 0.013 5.771 -0.536
H 0.001 6.184 2.021
H 0.873 4.931 2.913
H -0.884 4.945 2.919
H -0.022 1.397 -2.670
H 0.024 1.406 -5.120
H 0.066 3.540 -6.359
H 0.054 5.674 -5.121
H 0.011 5.685 -2.688
H -3.962 -0.229 3.462
H -3.020 1.530 5.150
H -2.156 2.860 4.378
H -1.255 1.540 5.114
H -1.950 -1.366 -0.784
H -3.072 -3.092 -2.089
H -5.102 -4.192 -1.217
H -6.024 -3.487 0.960
H -4.913 -1.759 2.276
H 4.652 -1.942 2.330
H 5.684 -3.742 1.033
H 4.914 -4.219 -1.267
H 3.166 -2.801 -2.284
H 2.149 -0.987 -1.002
Cl 0.825 -4.998 2.624
C 0.378 -5.825 1.210
C 0.041 -7.165 1.265
C -0.292 -7.854 0.108
C -0.272 -7.216 -1.143
C 0.034 -5.890 -1.225
C 0.342 -5.120 -0.051
C 0.532 -3.771 -0.153
H 0.036 -7.682 2.212
H -0.567 -8.895 0.170
H -0.509 -7.780 -2.031
H 0.036 -5.377 -2.176
H 0.469 -3.297 -1.116
H 0.736 -3.156 0.708
*
```

Calculated values
Maximum force: 1.03 eV/A
E: -66296.4486 eV
Kohn-Sham gap: 4.5 eV
LUMO level: -8.337 eV



Record 2
This record from the Open Molecules 2025 dataset describes a molecular structure, C37H34ClF4GeN4RuS at a distorted geometry. The level of theory is wB97M-V/def2-TZVPD.

```
! wB97M-V def2-TZVPD RIJCOSX def2/J DEFGRID3
* xyz -2 6
Ru 0.091 0.481 0.130
C 3.515 -0.783 0.997
C 2.718 -1.873 0.293
N 1.873 -1.353 -0.788
C 2.717 -0.946 -1.911
C 2.138 0.224 -2.696
C 0.866 -2.343 -1.160
C -0.354 -1.796 -1.909
N -1.082 -0.868 -1.075
C -2.375 -0.673 -1.256
C -3.110 0.126 -0.317
F -2.425 0.693 0.728
C -4.469 0.330 -0.384
F -5.083 1.066 0.581
C -5.251 -0.207 -1.401
C -4.573 -0.947 -2.355
F -5.290 -1.481 -3.386
C -3.211 -1.170 -2.307
F -2.688 -1.881 -3.360
H 3.816 -1.124 1.983
H 2.865 0.096 1.106
H 4.408 -0.486 0.452
H 2.065 -2.330 1.035
H 3.388 -2.663 -0.098
H 2.921 -1.810 -2.570
H 3.665 -0.607 -1.493
H 1.430 -0.089 -3.460
H 2.923 0.791 -3.194
H 1.632 0.882 -1.974
H 0.480 -2.789 -0.237
H 1.319 -3.153 -1.768
H -0.960 -2.677 -2.167
H -0.050 -1.325 -2.856
H -6.315 -0.052 -1.456
S 0.176 -2.745 3.628
C 0.085 -1.590 2.525
N 0.056 -0.773 1.685
C 1.324 1.679 1.097
Ge 2.317 3.106 1.772
C 3.134 4.365 0.451
C 4.180 3.906 -0.345
C 4.700 4.680 -1.362
C 4.167 5.935 -1.621
C 3.094 6.387 -0.870
C 2.581 5.605 0.148
C 1.177 4.105 3.091
C 0.042 3.437 3.539
C -0.768 3.977 4.519
C -0.464 5.219 5.057
C 0.647 5.911 4.602
C 1.468 5.347 3.639
C 3.843 2.420 2.887
C 5.144 2.911 2.874
C 6.139 2.322 3.635
C 5.845 1.236 4.444
C 4.546 0.747 4.486
C 3.566 1.335 3.714
H 4.587 2.920 -0.149
H 5.526 4.313 -1.960
H 4.582 6.551 -2.410
H 2.660 7.358 -1.085
H 1.741 5.960 0.730
H -0.198 2.478 3.088
H -1.636 3.434 4.870
H -1.093 5.647 5.830
H 0.873 6.890 5.012
H 2.348 5.883 3.302
H 5.381 3.766 2.253
H 7.153 2.709 3.610
H 6.622 0.770 5.040
H 4.306 -0.093 5.128
H 2.557 0.945 3.721
Cl -1.328 2.776 -5.005
C -0.963 3.061 -3.325
C -0.904 4.378 -2.862
C -0.704 4.494 -1.460
C -0.489 3.393 -0.693
N -0.460 2.108 -1.174
C -0.779 1.982 -2.514
H -1.043 5.225 -3.511
H -0.731 5.472 -1.001
H -0.331 3.482 0.377
H -0.907 0.980 -2.899
*
```

Calculated values
Maximum force: 1.95 eV/A
E: -138203.1999 eV
Relative energy (zero: lowest compared OMol25 entry of this formula, charge and spin): 1.7214 eV
Kohn-Sham gap (spin up / spin down): 3.9 / 6.1 eV
LUMO level (spin up / spin down): 4.404 / 4.398 eV



Record 3
This record from the Open Molecules 2025 dataset describes a molecular structure, C37H34CrN6O4S2 at a distorted geometry. The level of theory is wB97M-V/def2-TZVPD.

```
! wB97M-V def2-TZVPD RIJCOSX def2/J DEFGRID3
* xyz 1 2
Cr -0.736 0.088 1.061
C -2.262 -2.307 -0.360
O -2.211 -1.310 0.673
C -3.220 -1.328 1.616
C -4.321 -2.161 1.585
C -5.251 -2.085 2.613
C -5.080 -1.193 3.659
C -3.978 -0.355 3.686
C -3.044 -0.415 2.658
N -1.879 0.380 2.571
N -1.645 1.110 3.611
C -0.575 1.882 3.758
C 0.460 2.027 2.774
O 0.424 1.400 1.657
C 1.544 2.911 3.035
C 1.611 3.612 4.190
C 0.610 3.502 5.204
C 0.703 4.233 6.400
C -0.256 4.108 7.374
C -1.337 3.244 7.176
C -1.448 2.517 6.013
C -0.481 2.633 5.002
H -2.275 -3.304 0.084
H -1.375 -2.167 -0.967
H -3.139 -2.160 -0.989
H -4.468 -2.863 0.777
H -6.116 -2.734 2.589
H -5.807 -1.148 4.458
H -3.821 0.351 4.486
H 2.315 2.973 2.279
H 2.449 4.276 4.367
H 1.545 4.901 6.541
H -0.174 4.670 8.294
H -2.093 3.148 7.944
H -2.279 1.846 5.862
C 4.360 -5.788 -1.675
C 3.674 -4.646 -0.981
C 4.406 -3.570 -0.487
C 3.770 -2.504 0.129
C 2.390 -2.523 0.254
C 1.637 -3.590 -0.219
C 2.286 -4.647 -0.829
S 1.602 -1.077 0.890
O 2.631 -0.163 1.282
O 0.587 -1.445 1.902
N 0.620 -0.521 -0.264
C 0.897 0.540 -1.120
C 2.051 0.743 -1.840
C 2.154 1.843 -2.709
C 1.097 2.687 -2.919
C -0.109 2.497 -2.210
C -1.266 3.285 -2.386
C -2.379 3.026 -1.630
C -2.329 2.033 -0.645
N -1.262 1.290 -0.435
C -0.178 1.460 -1.260
H 5.424 -5.593 -1.795
H 3.923 -5.952 -2.661
H 4.243 -6.709 -1.103
H 5.484 -3.564 -0.589
H 4.318 -1.654 0.513
H 0.561 -3.582 -0.098
H 1.716 -5.490 -1.201
H 2.878 0.054 -1.715
H 3.089 2.012 -3.229
H 1.176 3.516 -3.611
H -1.260 4.078 -3.123
H -3.287 3.599 -1.755
H -3.178 1.859 0.006
S -1.738 -0.653 -3.241
C -0.630 -0.389 -4.478
N 0.547 -1.031 -4.506
C 1.481 -0.964 -5.623
C 1.386 0.410 -6.266
C -0.060 0.691 -6.638
N -0.906 0.473 -5.471
H 0.705 -1.693 -3.767
H 1.249 -1.745 -6.355
H 2.489 -1.142 -5.248
H 2.022 0.464 -7.148
H 1.719 1.157 -5.546
H -0.376 0.045 -7.463
H -0.171 1.726 -6.961
H -1.832 0.863 -5.454
*
```

Calculated values
Maximum force: 1.07 eV/A
E: -106139.2484 eV
Kohn-Sham gap (spin up / spin down): 6.6 / 6.9 eV
LUMO level (spin up / spin down): -3.606 / -3.293 eV



Record 4
This record from the Open Molecules 2025 dataset describes a molecular structure, C37H34N2O5RhSe at a distorted geometry. The level of theory is wB97M-V/def2-TZVPD.

```
! wB97M-V def2-TZVPD RIJCOSX def2/J DEFGRID3
* xyz 1 1
Rh 0.237 -0.412 -0.001
C 5.975 1.045 3.027
C 4.885 1.227 2.005
C 5.082 2.456 1.144
O 4.810 0.074 1.164
C 3.533 -0.534 1.297
C 2.697 0.590 1.898
O 3.634 1.293 2.686
C 1.477 0.203 2.733
O 0.361 -0.073 1.868
C 0.989 1.423 3.534
C 0.978 2.683 2.935
C 0.470 3.782 3.606
C -0.066 3.633 4.881
C -0.089 2.381 5.469
C 0.428 1.277 4.794
C 1.762 -0.986 3.637
C 2.749 -0.893 4.621
C 3.023 -1.975 5.443
C 2.306 -3.160 5.307
C 1.319 -3.252 4.341
C 1.052 -2.170 3.506
C 2.984 -1.104 -0.045
O 1.990 -0.200 -0.577
C 4.075 -1.230 -1.104
C 4.482 -2.448 -1.629
C 5.409 -2.498 -2.667
C 5.929 -1.330 -3.194
C 5.526 -0.104 -2.675
C 4.607 -0.056 -1.644
C 2.324 -2.439 0.225
C 2.859 -3.412 1.067
C 2.184 -4.599 1.289
C 0.954 -4.854 0.680
C 0.442 -3.928 -0.201
C 1.136 -2.731 -0.436
H 6.945 1.002 2.532
H 5.811 0.116 3.574
H 5.970 1.880 3.729
H 5.970 2.333 0.522
H 5.208 3.337 1.774
H 4.216 2.612 0.497
H 3.608 -1.354 2.007
H 2.331 1.222 1.090
H 1.385 2.820 1.940
H 0.492 4.757 3.135
H -0.466 4.490 5.408
H -0.512 2.252 6.458
H 0.396 0.302 5.263
H 3.291 0.034 4.747
H 3.790 -1.890 6.202
H 2.514 -4.000 5.959
H 0.747 -4.166 4.235
H 0.278 -2.247 2.754
H 4.082 -3.378 -1.246
H 5.720 -3.458 -3.058
H 6.642 -1.370 -4.008
H 5.937 0.816 -3.072
H 4.294 0.901 -1.252
H 3.818 -3.255 1.543
H 2.624 -5.341 1.943
H 0.428 -5.780 0.870
H -0.467 -4.147 -0.751
H 0.845 -2.133 -1.293
O -1.932 -1.194 -0.123
H -2.141 -1.979 -0.641
H -2.374 -1.301 0.731
Se 1.582 2.371 -1.195
N 0.101 1.498 -0.608
C -0.699 2.397 -0.026
C -1.974 2.123 0.551
C -2.679 3.158 1.060
C -2.181 4.510 1.049
C -0.984 4.809 0.509
C -0.209 3.745 -0.066
N 0.949 3.916 -0.679
H -2.355 1.113 0.566
H -3.660 2.974 1.478
H -2.793 5.294 1.474
H -0.597 5.819 0.472
*
```

Calculated values
Maximum force: 1.66 eV/A
E: -120484.5559 eV
Relative energy (zero: lowest compared OMol25 entry of this formula, charge and spin): 0.9578 eV
Kohn-Sham gap (spin up / spin down): 6.4 / 6.4 eV
LUMO level (spin up / spin down): -4.744 / -4.745 eV



Record 5
This record from the Open Molecules 2025 dataset describes a molecular structure, C37H35BN2O5RuS2 at a distorted geometry. The level of theory is wB97M-V/def2-TZVPD.

```
! wB97M-V def2-TZVPD RIJCOSX def2/J DEFGRID3
* xyz -1 6
Ru 1.125 0.282 0.622
S 5.756 0.161 1.319
C 5.154 0.699 2.866
C 5.882 1.022 3.990
C 5.193 1.377 5.141
C 3.800 1.407 5.149
C 3.068 1.090 4.026
C 3.738 0.731 2.852
N 3.180 0.372 1.675
C 4.074 0.011 0.763
C 3.721 -0.517 -0.505
C 4.702 -0.869 -1.449
C 4.338 -1.395 -2.666
C 2.993 -1.555 -2.973
C 2.013 -1.189 -2.051
C 2.329 -0.677 -0.801
H 6.962 0.992 3.972
H 5.743 1.621 6.039
H 3.285 1.685 6.058
H 1.988 1.089 4.030
H 5.742 -0.695 -1.205
H 5.098 -1.673 -3.383
H 2.707 -1.952 -3.937
H 0.971 -1.317 -2.328
C 2.297 2.413 -1.723
C 1.515 3.228 -0.744
C 1.331 4.593 -0.929
C 0.669 5.339 0.025
C 0.165 4.690 1.171
C -0.483 5.386 2.205
C -0.934 4.721 3.328
C -0.772 3.349 3.428
C -0.146 2.615 2.421
S -0.006 0.891 2.647
C 0.358 3.281 1.276
N 1.040 2.588 0.329
H 2.476 2.962 -2.643
H 1.757 1.488 -1.957
H 3.260 2.134 -1.289
H 1.750 5.067 -1.805
H 0.555 6.410 -0.073
H -0.605 6.454 2.105
H -1.412 5.265 4.132
H -1.132 2.815 4.294
C 0.883 -4.459 2.497
C 0.603 -3.335 1.493
C 0.689 -3.880 0.066
O 1.501 -2.255 1.703
C -0.830 -2.793 1.753
O -1.662 -3.488 2.286
O -1.078 -1.561 1.403
H 1.814 -4.971 2.264
H 0.066 -5.174 2.473
H 0.942 -4.037 3.496
H 1.701 -4.227 -0.146
H 0.426 -3.108 -0.650
H 0.001 -4.715 -0.041
H 2.331 -2.447 1.249
C -6.590 -1.803 -2.357
C -5.455 -1.492 -3.348
C -5.937 -0.529 -4.439
C -5.061 -2.814 -4.015
C -4.320 -0.852 -2.559
C -4.550 0.364 -1.919
C -3.644 0.935 -1.034
C -2.494 0.227 -0.757
O -1.564 0.447 0.189
B -0.730 -0.771 0.226
O -1.079 -1.528 -0.993
C -2.220 -0.965 -1.446
C -3.102 -1.500 -2.358
H -7.396 -2.342 -2.853
H -6.998 -0.896 -1.921
H -6.207 -2.424 -1.550
H -6.752 -0.971 -5.009
H -5.118 -0.304 -5.118
H -6.287 0.407 -4.013
H -5.925 -3.221 -4.540
H -4.749 -3.543 -3.272
H -4.259 -2.673 -4.735
H -5.487 0.878 -2.070
H -3.864 1.860 -0.524
H -2.843 -2.431 -2.832
*
```

Calculated values
Maximum force: 1.50 eV/A
E: -77087.3410 eV
Relative energy (zero: lowest compared OMol25 entry of this formula, charge and spin): 0.0000 eV
Kohn-Sham gap (spin up / spin down): 2.8 / 6.2 eV
LUMO level (spin up / spin down): 1.406 / 1.328 eV



Record 6
This record from the Open Molecules 2025 dataset describes a molecular structure, C37H35Cl2FeGe2N6O2. The level of theory is wB97M-V/def2-TZVPD.

```
! wB97M-V def2-TZVPD RIJCOSX def2/J DEFGRID3
* xyz 0 2
Fe 0.318 0.137 -1.266
Cl 6.442 -2.622 -2.136
C 4.723 -2.446 -2.002
C 4.199 -1.193 -1.740
C 2.827 -1.021 -1.610
N 2.197 0.214 -1.404
C 2.888 1.347 -1.171
O 4.093 1.528 -1.067
C 1.962 2.522 -1.091
C 2.482 3.806 -1.088
C 1.611 4.877 -1.057
C 0.251 4.611 -1.005
C -0.180 3.297 -1.014
N 0.651 2.249 -1.074
C 1.944 -2.113 -1.709
C 2.497 -3.357 -2.017
C 3.868 -3.519 -2.158
Cl 4.470 -5.106 -2.518
N 0.562 -1.809 -1.485
C -0.263 -2.885 -1.308
O 0.122 -4.047 -1.209
C -1.773 -2.731 -1.205
C -2.506 -3.919 -1.264
C -3.882 -3.866 -1.192
C -4.490 -2.628 -1.059
C -3.680 -1.509 -1.004
N -2.349 -1.545 -1.076
H 4.866 -0.357 -1.630
H 3.557 3.914 -1.112
H 1.978 5.895 -1.059
H -0.478 5.408 -0.957
H -1.236 3.082 -0.977
H 1.881 -4.226 -2.135
H -1.972 -4.850 -1.361
H -4.472 -4.773 -1.234
H -5.565 -2.526 -0.994
H -4.130 -0.529 -0.897
C -1.674 3.126 2.168
Ge -0.030 2.088 2.519
C 1.388 3.441 2.406
C -0.127 1.476 4.383
Ge 0.292 0.029 1.214
C 2.049 -0.718 1.656
C 2.410 -2.020 1.298
C 3.690 -2.499 1.536
C 4.639 -1.683 2.135
C 4.301 -0.386 2.492
C 3.019 0.088 2.250
C -1.150 -1.149 1.867
C -2.378 -0.584 2.211
C -3.430 -1.354 2.684
C -3.272 -2.724 2.828
C -2.054 -3.306 2.502
C -1.008 -2.527 2.028
H -1.740 3.878 2.957
H -2.590 2.540 2.195
H -1.626 3.652 1.213
H 1.034 4.337 2.920
H 1.621 3.709 1.378
H 2.307 3.115 2.891
H -0.293 2.331 5.040
H 0.804 0.989 4.673
H -0.941 0.763 4.518
H 1.710 -2.669 0.789
H 3.949 -3.505 1.229
H 5.642 -2.052 2.308
H 5.038 0.263 2.948
H 2.785 1.112 2.519
H -2.528 0.484 2.114
H -4.371 -0.883 2.942
H -4.087 -3.334 3.196
H -1.916 -4.374 2.610
H -0.079 -3.019 1.781
C -3.535 2.429 -4.618
N -2.919 1.906 -3.410
C -3.438 1.941 -2.139
C -2.535 1.306 -1.343
N -1.469 0.897 -2.105
C -1.733 1.266 -3.336
H -4.441 2.962 -4.343
H -3.795 1.619 -5.296
H -2.860 3.121 -5.117
H -4.389 2.395 -1.925
H -2.580 1.108 -0.285
H -1.101 1.102 -4.193
*
```

Calculated values
Maximum force: 0.79 eV/A
E: -224438.3779 eV
Relative energy (zero: lowest compared OMol25 entry of this formula, charge and spin): 0.0000 eV
Kohn-Sham gap (spin up / spin down): 6.2 / 7.1 eV
LUMO level (spin up / spin down): -0.935 / -0.086 eV